one) Here is a 2-piece molecular cluster, C2H7N2OP overall from the OMol25 dataset. Energies are from the ωB97M-V functional and the def2-TZVPD basis.

Results
LUMO level (spin up / spin down): -0.8 / -0.6 eV
Highest occupied orbital energy (spin up / spin down): -9.696 / -8.627 eV
Frontier orbital gap (spin up / spin down): 8.92 / 8.02 eV

Structure (XYZ):
```
13
C2H7N2OP the ωB97M-V functional and the def2-TZVPD basis
C 1.999 -0.216 -1.019
C -1.347 1.359 -0.311
N 1.311 0.806 -0.718
N 0.050 -1.789 1.276
O 0.572 1.782 1.550
P 0.193 0.861 0.489
H 2.691 -0.260 -1.856
H 1.702 -1.202 -0.433
H -1.246 2.165 -1.024
H -1.984 0.477 -0.695
H -1.894 1.738 0.511
H -0.389 -1.354 2.152
H -0.766 -1.935 0.778
```

Charges obtained by Löwdin population analysis, quoted in units of e:
1 C -0.07
2 C -0.20
3 N -0.15
4 N -0.04
5 O -0.33
6 P 0.65
7 H 0.07
8 H 0.08
9 H 0.05
10 H 0.08
11 H 0.02
12 H -0.03
13 H -0.12

two) Here is one molecule with the formula C2H7N2OP from the OMol25 dataset. Energies are from the ωB97M-V functional and the def2-TZVPD basis.

Results
LUMO level: 0.9 eV
Highest occupied orbital energy: -9.135 eV
Frontier orbital gap: 10.06 eV
SMILES: OP1NCCN1

Structure (XYZ):
```
13
C2H7N2OP the ωB97M-V functional and the def2-TZVPD basis
C 0.976 -0.508 -0.447
C 0.633 0.035 0.890
N -0.357 -0.721 -1.060
N -0.176 1.258 0.684
O -2.630 0.121 -0.002
P -1.310 1.015 -0.542
H 1.544 0.274 -0.986
H 1.597 -1.476 -0.271
H 0.163 -0.694 1.454
H 1.525 0.104 1.532
H -0.247 -0.825 -2.054
H 0.463 2.124 0.677
H -2.182 -0.707 0.126
```

Charges obtained by Löwdin population analysis, quoted in units of e:
1 C -0.34
2 C -0.33
3 N -0.16
4 N -0.26
5 O -0.34
6 P 0.87
7 H 0.10
8 H 0.14
9 H 0.07
10 H 0.12
11 H 0.03
12 H 0.12
13 H -0.01

two) is preferred energetically. Next in line: 240.6 kJ/mol higher.

one) Here is C7H13N3O3 as an isolated structure from the OMol25 dataset. Energies are from the ωB97M-V functional and the def2-TZVPD basis.

Results
LUMO level: -0.2 eV
Highest occupied orbital energy: -9.155 eV
Frontier orbital gap: 8.96 eV

Structure (XYZ):
```
26
C7H13N3O3 the ωB97M-V functional and the def2-TZVPD basis
C 0.256 2.160 3.346
C -0.891 1.913 2.396
C -0.979 0.388 0.591
C -1.279 -0.764 -1.508
C -0.546 -1.783 -2.244
C 1.483 -0.879 -1.276
C 0.831 -0.831 0.106
H 0.412 3.688 3.597
H -0.043 1.238 4.407
H 1.527 1.404 2.295
H -2.239 2.009 2.697
H -0.694 2.762 1.623
H -1.695 0.114 -1.971
H -2.069 -1.467 -0.966
H -0.993 -1.953 -3.385
H -0.491 -2.600 -1.580
H 1.341 0.390 -1.184
H 2.527 -1.291 -1.457
H 1.215 -0.237 0.838
H 0.745 -1.733 0.520
N -0.431 -0.254 -0.316
N 0.832 -1.467 -2.232
N 1.358 -1.531 -3.430
O -0.429 0.582 1.878
O -2.133 0.849 0.739
O 2.386 -0.709 -3.483
```

Charges obtained by Löwdin population analysis, quoted in units of e:
1 C -0.15
2 C -0.40
3 C -0.57
4 C -0.04
5 C -0.15
6 C -0.19
7 C -0.09
8 H 0.18
9 H 0.15
10 H 0.22
11 H 0.23
12 H 0.11
13 H 0.13
14 H 0.18
15 H 0.21
16 H 0.11
17 H 0.22
18 H 0.16
19 H 0.07
20 H 0.10
21 N 0.00
22 N -0.23
23 N 0.03
24 O -0.17
25 O 0.00
26 O -0.12

two) Here is one molecule with the formula C7H13N3O3 from the OMol25 dataset. Energies are from the ωB97M-V functional and the def2-TZVPD basis.

Results
LUMO level: 0.6 eV
Highest occupied orbital energy: -8.651 eV
Frontier orbital gap: 9.25 eV
SMILES: NC1=N[C@H](CC[N+](=O)[O-])COCC1

Structure (XYZ):
```
26
C7H13N3O3 the ωB97M-V functional and the def2-TZVPD basis
O 4.447 1.733 2.827
O 4.016 -0.286 3.284
N 0.470 1.493 0.187
O -0.798 -1.469 0.153
C -0.592 1.619 -0.657
N 3.829 0.721 2.652
N -0.501 2.669 -1.411
C -1.366 -0.747 -0.969
C 0.484 -0.984 0.572
C -1.803 0.732 -0.710
C 2.773 0.675 1.611
C 1.424 0.688 2.259
C 0.359 0.432 1.199
H -1.247 2.928 -2.044
H 0.302 3.280 -1.236
H -0.661 -0.842 -1.799
H -2.293 -1.255 -1.289
H 1.192 -0.928 -0.264
H 0.866 -1.696 1.312
H -2.296 0.748 0.277
H -2.523 1.071 -1.481
H 2.880 -0.281 1.031
H 2.817 1.449 0.830
H 1.377 -0.112 2.983
H 1.238 1.669 2.740
H -0.633 0.452 1.703
```

Charges obtained by Löwdin population analysis, quoted in units of e:
1 O 0.09
2 O 0.07
3 N 0.08
4 O -0.14
5 C -0.42
6 N -0.42
7 N 0.13
8 C -0.17
9 C -0.16
10 C -0.08
11 C -0.11
12 C -0.16
13 C -0.35
14 H 0.11
15 H 0.13
16 H 0.12
17 H 0.12
18 H 0.12
19 H 0.13
20 H 0.13
21 H 0.12
22 H 0.14
23 H 0.13
24 H 0.11
25 H 0.13
26 H 0.15

two) is preferred energetically. Next in line: 1100.1 kJ/mol higher.

one) Here is an isolated ion of composition CH2NO2S and charge -1 from the OMol25 dataset. Energies are from the ωB97M-V functional and the def2-TZVPD basis.

Results
LUMO level: 4.1 eV
Total charge: -1
Highest occupied orbital energy: -3.198 eV
Frontier orbital gap: 7.27 eV
SMILES: [O-]C(=S)NO

Structure (XYZ):
```
7
CH2NO2S the ωB97M-V functional and the def2-TZVPD basis
C -0.727 0.324 0.020
N 0.328 -0.556 -0.291
O -0.476 1.478 0.222
O 1.595 -0.062 0.152
S -2.549 -0.534 0.006
H 0.201 -1.537 0.109
H 1.628 0.888 -0.218
```

Charges obtained by Löwdin population analysis, quoted in units of e:
1 C -0.92
2 N -0.10
3 O -0.07
4 O -0.14
5 S -0.01
6 H 0.12
7 H 0.11

two) Here is an isolated ion of composition CH2NO2S and charge -1 from the OMol25 dataset. Energies are from the ωB97M-V functional and the def2-TZVPD basis.

Results
LUMO level: 3.9 eV
Total charge: -1
Highest occupied orbital energy: -3.584 eV
Frontier orbital gap: 7.48 eV
SMILES: NOC([O-])=S

Structure (XYZ):
```
7
CH2NO2S the ωB97M-V functional and the def2-TZVPD basis
C 1.819 1.120 -1.163
N -0.222 0.305 -0.192
O 2.267 0.032 -0.752
O 0.250 1.211 -1.124
S 2.670 2.496 -1.319
H 0.119 0.778 0.743
H 0.417 -0.453 -0.331
```

Charges obtained by Löwdin population analysis, quoted in units of e:
1 C -1.07
2 N -0.07
3 O -0.16
4 O -0.30
5 S 0.46
6 H 0.11
7 H 0.02

two) is preferred energetically. Next in line: 5.0 kJ/mol higher.

one) Here is a 5-piece molecular cluster, CH13N3O4 overall from the OMol25 dataset. Energies are from the ωB97M-V functional and the def2-TZVPD basis.

Results
LUMO level: 0.4 eV
Highest occupied orbital energy: -9.420 eV
Frontier orbital gap: 9.80 eV
SMILES: N=C(N)N.O.O.O.O

Structure (XYZ):
```
21
CH13N3O4 the ωB97M-V functional and the def2-TZVPD basis
N 2.644 -0.835 1.263
C 1.366 -1.155 0.895
N 1.238 -2.041 -0.201
N 0.279 -0.574 1.240
H 3.358 -1.524 1.063
H 2.833 -0.036 1.847
H 0.815 -2.935 -0.059
H 1.793 -1.885 -1.018
H 0.248 0.195 1.932
H 1.101 0.940 -2.276
H 2.311 1.091 -1.198
O 1.611 0.553 -1.564
H -2.729 -0.528 1.267
H -3.115 0.844 0.668
O -3.421 -0.049 0.808
H -1.762 -0.221 -1.332
H -0.835 -0.175 -0.174
O -1.516 0.405 -0.639
H -2.844 2.656 -0.889
H -1.412 2.232 -0.783
O -1.961 3.042 -0.851
```

Charges obtained by Löwdin population analysis, quoted in units of e:
1 N 0.13
2 C -0.60
3 N 0.09
4 N 0.09
5 H 0.10
6 H 0.10
7 H 0.08
8 H 0.07
9 H 0.08
10 H 0.05
11 H 0.04
12 O -0.05
13 H 0.02
14 H 0.01
15 O -0.07
16 H 0.07
17 H 0.02
18 O -0.13
19 H 0.02
20 H -0.01
21 O -0.09

two) Here is a 5-piece molecular cluster, CH13N3O4 overall from the OMol25 dataset. Energies are from the ωB97M-V functional and the def2-TZVPD basis.

Results
LUMO level: 0.4 eV
Highest occupied orbital energy: -8.994 eV
Frontier orbital gap: 9.36 eV
SMILES: N=C(N)N.O.O.O.O

Structure (XYZ):
```
21
CH13N3O4 the ωB97M-V functional and the def2-TZVPD basis
N -1.370 0.709 1.965
C -0.620 1.063 0.844
N -1.173 2.102 0.164
N 0.249 0.304 0.294
H -1.705 1.424 2.586
H -1.052 -0.083 2.501
H -0.628 2.449 -0.603
H -2.009 2.616 0.354
H 0.850 -0.203 0.935
H 1.487 0.445 -3.298
H 1.001 1.152 -2.023
O 1.467 1.304 -2.842
H 2.137 -1.185 2.791
H 2.511 0.066 3.270
O 1.700 -0.309 2.862
H 0.422 -2.039 -2.826
H 0.765 -1.178 -1.608
O 0.953 -1.295 -2.535
H -1.885 -3.195 -1.045
H -1.783 -1.719 -0.672
O -1.317 -2.426 -1.112
```

Charges obtained by Löwdin population analysis, quoted in units of e:
1 N 0.11
2 C -0.62
3 N 0.13
4 N 0.10
5 H 0.08
6 H 0.08
7 H 0.09
8 H 0.09
9 H 0.02
10 H 0.01
11 H -0.03
12 O -0.10
13 H 0.06
14 H 0.06
15 O -0.08
16 H 0.03
17 H -0.01
18 O -0.07
19 H 0.04
20 H 0.03
21 O -0.04

two) is preferred energetically. Next in line: 50.3 kJ/mol higher.

one) Here is a 2-piece molecular cluster, C4H13BrN2Si overall from the OMol25 dataset. Energies are from the ωB97M-V functional and the def2-TZVPD basis.

Results
LUMO level: 0.5 eV
Highest occupied orbital energy: -7.587 eV
Frontier orbital gap: 8.10 eV

Structure (XYZ):
```
21
C4H13BrN2Si the ωB97M-V functional and the def2-TZVPD basis
C -0.385 -2.008 1.412
C 0.533 -2.709 -0.691
C -0.153 2.424 0.987
C 0.955 2.380 -1.120
N -0.332 -1.784 -0.012
N 0.633 1.647 0.074
Si -0.811 -0.324 -0.735
Br -2.788 0.212 0.088
H -0.704 -3.034 1.608
H 0.598 -1.858 1.868
H -1.091 -1.328 1.881
H 1.542 -2.691 -0.271
H 0.139 -3.725 -0.590
H 0.593 -2.470 -1.750
H -1.044 2.888 0.533
H -0.469 1.802 1.823
H 0.473 3.232 1.383
H 0.081 2.824 -1.622
H 1.634 3.201 -0.865
H 1.467 1.725 -1.826
H -0.870 -0.404 -2.175
```

Charges obtained by Löwdin population analysis, quoted in units of e:
1 C -0.15
2 C -0.15
3 C -0.27
4 C -0.26
5 N -0.42
6 N -0.26
7 Si 0.35
8 Br 0.36
9 H 0.09
10 H 0.09
11 H 0.04
12 H 0.09
13 H 0.09
14 H 0.07
15 H 0.06
16 H 0.05
17 H 0.08
18 H 0.07
19 H 0.07
20 H 0.06
21 H -0.05

two) Here is one molecule with the formula C4H13BrN2Si from the OMol25 dataset. Energies are from the ωB97M-V functional and the def2-TZVPD basis.

Results
LUMO level: 0.8 eV
Highest occupied orbital energy: -8.690 eV
Frontier orbital gap: 9.49 eV
SMILES: CN(C)[SiH](Br)N(C)C

Structure (XYZ):
```
21
C4H13BrN2Si the ωB97M-V functional and the def2-TZVPD basis
C -0.723 2.345 -1.364
C -0.088 0.117 -1.804
C 1.559 -1.665 1.182
C -0.753 -1.114 1.753
N -0.226 1.126 -0.750
N 0.556 -0.569 1.310
Si 0.607 0.939 0.727
Br -0.408 2.413 2.053
H -0.554 3.277 -0.828
H -0.120 2.509 -2.254
H -1.664 2.049 -1.855
H -0.086 -0.895 -1.313
H -1.024 0.256 -2.556
H 0.770 0.205 -2.403
H 2.610 -1.522 0.702
H 1.597 -2.037 2.254
H 1.086 -2.480 0.577
H -1.600 -0.438 1.546
H -0.951 -2.093 1.280
H -0.725 -1.418 2.844
H 2.037 1.180 0.609
```

Charges obtained by Löwdin population analysis, quoted in units of e:
1 C -0.17
2 C -0.13
3 C -0.13
4 C -0.14
5 N -0.37
6 N -0.37
7 Si -0.01
8 Br 0.37
9 H 0.06
10 H 0.07
11 H 0.08
12 H 0.08
13 H 0.13
14 H 0.05
15 H 0.11
16 H 0.09
17 H 0.07
18 H 0.07
19 H 0.07
20 H 0.10
21 H -0.02

two) is preferred energetically. Next in line: 148.4 kJ/mol higher.

one) Here is one molecule with the formula C3H4INS from the OMol25 dataset. Energies are from the ωB97M-V functional and the def2-TZVPD basis.

Results
LUMO level: 0.3 eV
Highest occupied orbital energy: -8.975 eV
Frontier orbital gap: 9.29 eV
SMILES: IC1=NCCS1

Structure (XYZ):
```
10
C3H4INS the ωB97M-V functional and the def2-TZVPD basis
C 1.165 -0.789 -0.413
C -0.387 0.809 -0.365
C -0.801 -0.077 0.855
N 0.782 0.309 -0.988
S 0.358 -1.442 0.941
I 2.830 -1.654 -1.403
H -1.252 0.698 -1.011
H -0.080 1.921 0.027
H -0.761 0.631 1.679
H -1.855 -0.406 0.678
```

Charges obtained by Löwdin population analysis, quoted in units of e:
1 C -1.19
2 C -0.30
3 C -0.46
4 N -0.11
5 S 0.87
6 I 0.79
7 H 0.10
8 H 0.16
9 H 0.07
10 H 0.08

two) Here is one molecule with the formula C3H4INS from the OMol25 dataset. Energies are from the ωB97M-V functional and the def2-TZVPD basis.

Results
LUMO level: 0.2 eV
Highest occupied orbital energy: -7.922 eV
Frontier orbital gap: 8.14 eV
SMILES: I[C@@H]1C=CSN1

Structure (XYZ):
```
10
C3H4INS the ωB97M-V functional and the def2-TZVPD basis
C 0.750 -0.790 0.275
C 0.391 -0.219 1.417
C 0.031 0.088 -0.997
N -0.266 1.296 -0.430
S -0.213 1.410 1.248
I -2.017 -1.104 -1.432
H 1.168 -1.732 0.292
H 0.625 -0.670 2.437
H 0.454 -0.201 -1.918
H -0.924 1.920 -0.894
```

Charges obtained by Löwdin population analysis, quoted in units of e:
1 C -0.16
2 C -0.45
3 C -0.55
4 N -0.42
5 S 0.91
6 I 0.37
7 H 0.06
8 H 0.11
9 H 0.03
10 H 0.10

one) is preferred energetically. Next in line: 86.7 kJ/mol higher.